(1)
ORCA calculation (ωB97M-V with the def2-TZVPD basis set) on BrCu as an isolated structure.

```
2
Properties=species:S:1:pos:R:3:mulliken_charge:R:1
Cu 17.67 -6.21 -1.24 0.6946
Br 17.67 -6.25 1.25 0.3054
```

Values from the calculation:
net charge	+1
⟨S²⟩	0.75
LUMO (spin up / spin down)	-0.248 / -0.352	Eh
spin multiplicity	2
HOMO (spin up / spin down)	-17.069 / -16.745	eV



(2)
ORCA calculation (ωB97M-V with the def2-TZVPD basis set) on one molecule with the formula BrFHOP at a distorted geometry.

```
5
Properties=species:S:1:pos:R:3:mulliken_charge:R:1
O 0.51 -0.31 0.23 -0.5667
P -0.71 -1.52 1.22 0.5579
F -1.68 -2.01 -0.03 -0.2281
Br 0.54 -3.33 1.18 -0.0760
H 0.43 0.45 0.73 0.3130
```

Values from the calculation:
SMILES	OP(F)Br
LUMO	0.003	Eh
HOMO	-10.712	eV



(3)
ORCA calculation (ωB97M-V with the def2-TZVPD basis set) on BrFIN as an isolated structure at a distorted geometry.

```
4
Properties=species:S:1:pos:R:3:mulliken_charge:R:1
N 0.13 -0.18 0.66 -0.2085
F 0.51 1.53 -0.66 -0.3246
Br 1.19 -1.42 -0.01 0.2214
I -1.83 0.07 0.01 0.3117
```

Values from the calculation:
LUMO (spin up / spin down)	-0.092 / -0.104	Eh
HOMO (spin up / spin down)	-10.232 / -9.904	eV



(4)
ORCA calculation (ωB97M-V with the def2-TZVPD basis set) on a 6-piece molecular cluster, BrH11O5 overall at a distorted geometry.

```
17
Properties=species:S:1:pos:R:3:mulliken_charge:R:1
O 38.85 17.32 18.25 -0.2465
H 39.26 16.58 18.78 0.4863
H 37.89 17.14 17.99 0.5258
H 38.71 18.11 18.82 0.1168
Br 38.40 20.15 19.95 -0.8010
O 40.30 15.87 20.08 -0.7280
H 40.32 15.13 20.81 0.3578
H 41.07 15.50 19.55 0.3302
O 38.02 15.29 16.34 -0.7107
H 37.34 14.53 16.22 0.3675
H 38.48 15.42 15.48 0.3247
O 39.50 13.32 17.49 -0.6636
H 38.87 14.04 17.24 0.4182
H 40.38 13.69 17.35 0.2696
O 36.34 17.66 17.80 -0.6444
H 35.83 18.04 18.51 0.3015
H 35.81 17.67 16.98 0.2958
```

Values from the calculation:
LUMO	-0.018	Eh
HOMO	-7.376	eV



(5)
ORCA calculation (ωB97M-V with the def2-TZVPD basis set) on BrH12O6 as an isolated structure at a distorted geometry.

```
19
Properties=species:S:1:pos:R:3:mulliken_charge:R:1
Br 0.24 0.00 0.01 -0.8212
O -1.85 -0.68 1.76 -0.5557
H -1.39 -0.13 1.13 0.2439
H -2.48 -0.10 2.18 0.2516
O 0.01 -1.49 2.36 -0.6268
H 0.72 -1.69 2.97 0.2763
H 0.38 -0.84 1.76 0.1044
O 0.13 -0.54 -2.41 -0.7972
H 0.30 -0.62 -1.47 0.5182
H -0.83 -0.46 -2.47 0.4047
O 1.25 1.67 -1.81 -0.6493
H 0.48 2.14 -2.14 0.3112
H 0.93 1.21 -1.04 0.4290
O 2.83 -0.04 0.66 -0.7274
H 2.68 -0.09 1.60 0.2916
H 1.98 0.18 0.29 0.2865
O -1.75 0.47 -1.52 -0.7260
H -2.53 0.73 -1.02 0.2937
H -1.10 0.26 -0.85 0.4925
```

Values from the calculation:
net charge	-1
LUMO	0.125	Eh
HOMO	-5.324	eV



(6)
ORCA calculation (ωB97M-V with the def2-TZVPD basis set) on a 11-piece molecular cluster, BrH20O10 overall at a distorted geometry.

```
31
Properties=species:S:1:pos:R:3:mulliken_charge:R:1
Br 0.00 -0.27 -0.48 -0.7732
O -1.03 -1.71 2.27 -0.6302
H -0.71 -2.56 2.45 0.2682
H -0.74 -1.40 1.43 0.2409
O 2.47 -0.15 -2.71 -0.6379
H 2.85 0.76 -2.74 0.2930
H 1.78 -0.18 -1.99 0.2432
O -1.22 2.83 -0.94 -0.5966
H -0.66 2.05 -0.81 0.2332
H -2.03 2.66 -1.35 0.2964
O 3.12 1.00 0.38 -0.6207
H 3.42 1.20 1.28 0.3071
H 2.23 1.34 0.34 0.3137
O -1.96 1.87 1.63 -0.5088
H -1.91 1.61 2.58 0.3036
H -1.06 1.77 1.40 0.3031
O -3.22 -0.11 -0.32 -0.6129
H -3.44 0.79 -0.58 0.2760
H -2.29 -0.20 -0.35 0.3792
O 2.50 -1.57 1.76 -0.6324
H 2.22 -2.36 1.23 0.3212
H 2.29 -0.81 1.21 0.3198
O -0.99 -3.49 -1.30 -0.6586
H -0.56 -2.82 -0.76 0.3254
H -1.06 -3.06 -2.13 0.3152
O -0.75 0.58 -3.54 -0.6283
H -0.68 0.34 -2.65 0.2352
H -0.15 1.34 -3.65 0.3309
O 0.57 0.45 3.07 -0.5989
H 0.30 -0.47 3.08 0.4318
H 0.72 0.57 2.17 0.1615
```

Values from the calculation:
net charge	-1
LUMO	0.106	Eh
HOMO	-7.036	eV



(7)
ORCA calculation (ωB97M-V with the def2-TZVPD basis set) on one molecule with the formula BrH2IO2Si at a distorted geometry.

```
7
Properties=species:S:1:pos:R:3:mulliken_charge:R:1
O 1.49 -0.07 -0.51 -0.3885
Si -0.01 0.25 -0.18 0.5829
O -0.88 -1.30 1.04 -0.6474
Br -0.05 2.01 1.14 -0.1894
I -1.45 0.36 -2.09 -0.0016
H 2.04 -0.37 -1.28 0.3732
H -1.15 -0.88 1.89 0.2710
```

Values from the calculation:
SMILES	O[Si](O)(Br)I
LUMO	-0.006	Eh
HOMO	-10.160	eV



(8)
ORCA calculation (ωB97M-V with the def2-TZVPD basis set) on one molecule with the formula BrH2NOS at a distorted geometry.

```
6
Properties=species:S:1:pos:R:3:mulliken_charge:R:1
N -0.15 0.32 0.25 -0.4627
O -1.92 2.07 -0.64 -0.3695
S -1.57 1.20 0.42 0.5065
Br -3.36 -0.49 0.08 -0.2894
H 0.13 -0.10 -0.65 0.3021
H -0.30 -0.41 0.96 0.3130
```

Values from the calculation:
LUMO	-0.033	Eh
HOMO	-9.975	eV



One value per record, in order, for ΔE to the lowest compared entry with this formula, charge and spin: 0.4, 28.6, 45.1, 0.0, 168.8, 0.1, 42.4, 1.8 kcal/mol.
One value per record, in order, for DFT total energy: -4214.13302, -3091.10595, -3026.12396, -2956.77210, -3032.52282, -3338.52489, -3312.99830, -3103.36876 a.u..